Run P
Density functional theory data (ωB97M-V/def2-TZVPD) for one molecule with the formula C2HClO2S.

```
7
Properties=species:S:1:pos:R:3:nbo_charge:R:1
Cl 3.363 1.210 0.527 0.041
S 1.025 0.315 -1.260 0.627
O -0.157 0.898 -0.275 -0.845
O 2.455 -2.472 0.092 -0.416
C 2.314 -0.027 -0.114 -0.592
C 2.456 -1.314 0.021 0.700
H -0.688 0.182 0.083 0.485
```

Summary:
charge	0
HOMO level	-0.34879	hartree


Run Q
Density functional theory data (ωB97M-V/def2-TZVPD) for one molecule with the formula C2HClO2S.

```
7
Properties=species:S:1:pos:R:3:nbo_charge:R:1
Cl 1.898 1.243 0.563 0.050
S -0.515 0.518 -1.136 0.614
O -1.623 1.134 -0.083 -0.856
O 0.877 -2.306 0.312 -0.416
C 0.746 0.073 0.049 -0.558
C 0.926 -1.173 0.079 0.675
H -2.309 0.511 0.216 0.491
```

Summary:
charge	0
HOMO level	-0.35036	hartree


The structure with the most favorable energy is run P; the runner-up is 7.4 kcal/mol above it.


Run P
Density functional theory data (ωB97M-V/def2-TZVPD) for C60H48N9OP2TeTi as an isolated structure.

```
122
Properties=species:S:1:pos:R:3:mulliken_charge:R:1
Te 3.235 1.204 -3.585 0.376
Ti -1.151 -0.133 0.116 -2.053
P 1.016 2.664 -1.482 2.260
P 1.238 -0.192 -1.184 1.421
O 0.020 1.042 1.671 -0.444
N -3.066 -2.373 -3.623 -0.698
N -5.710 -6.871 3.535 -0.687
N -3.786 1.452 2.520 -0.331
N -0.481 -1.649 0.670 1.599
N 7.613 1.584 -1.315 -0.673
N -1.937 1.983 0.152 2.320
N -3.010 -0.851 0.874 0.233
N -2.049 -0.678 -1.600 1.085
N -2.787 1.186 5.119 -0.713
C -2.792 -1.836 -1.284 -0.101
C -1.703 4.236 0.883 -1.105
C 0.784 -2.569 -4.484 -0.661
C -3.800 -3.150 0.569 -1.539
C -0.336 -2.375 2.945 0.097
C 4.951 -1.467 0.010 -0.922
C -2.616 4.648 -0.072 -0.845
C -4.225 -3.214 1.866 1.212
C -5.893 -6.562 2.252 -0.407
C 2.637 -0.793 -0.145 0.291
C -0.411 -3.385 3.886 -1.030
C -1.992 -0.338 -2.928 -0.106
C -2.495 -1.131 -3.893 -0.805
C -0.598 -4.705 3.493 -0.767
C 7.280 0.526 -2.047 -0.411
C -3.185 -2.681 -2.370 -0.347
C -3.226 2.355 4.647 -0.598
C 1.761 1.202 -2.106 -1.446
C 0.915 5.541 -5.095 -0.631
C -3.383 0.266 2.993 0.700
C -5.444 -5.394 1.663 -0.511
C 6.048 0.373 -2.665 -0.332
C -4.745 -4.459 2.434 0.540
C -0.633 -3.991 1.190 0.106
C -3.514 -0.932 2.141 0.006
C -1.391 2.888 0.961 0.919
C -0.698 -4.994 2.137 -0.809
C 3.628 -1.282 2.001 -0.968
C 1.998 4.849 0.059 -0.627
C 5.091 1.372 -2.538 0.210
C 2.085 4.712 -3.166 0.123
C 1.054 -4.019 -2.591 -1.000
C 0.918 -1.464 -3.657 -0.627
C 5.443 2.486 -1.788 0.038
C -0.092 3.867 -3.700 -0.401
C -5.047 -5.980 4.269 -0.416
C 1.024 3.859 -2.864 0.488
C 1.194 -2.917 -1.765 -0.550
C 2.696 5.392 1.125 -0.703
C 0.848 -3.846 -3.954 -0.658
C -4.104 -2.040 2.680 -0.884
C 3.705 3.260 1.555 -1.155
C 3.012 2.721 0.480 0.189
C -0.469 -2.650 1.572 -0.755
C 6.693 2.538 -1.194 -0.560
C -3.198 3.697 -0.901 -1.103
C 1.129 -1.629 -2.295 1.048
C 3.854 -1.100 -0.749 -0.635
C -0.145 4.694 -4.811 -0.710
C 2.530 -0.910 1.236 0.990
C 2.028 5.552 -4.269 -0.808
C -3.708 2.483 3.356 -0.250
C 3.550 4.599 1.883 -0.752
C -3.205 -1.964 0.034 0.440
C -0.418 2.364 1.979 -0.988
C -2.832 2.375 -0.752 -0.691
C -4.555 -4.783 3.781 -0.555
C -2.864 0.157 4.293 -0.195
C 4.845 -1.552 1.391 -0.870
C 2.145 3.501 -0.287 0.018
H 8.035 -0.249 -2.139 0.396
H -0.844 -6.021 1.815 0.406
H 2.964 4.718 -2.533 0.116
H -0.193 -1.340 3.249 0.565
H 0.847 -0.465 -4.068 0.268
H -2.422 -0.848 -4.935 0.383
H -0.734 -4.215 0.131 0.482
H -3.658 -3.634 -2.149 0.336
H -0.920 2.287 2.949 0.234
H 0.732 -4.708 -4.599 0.368
H 4.753 3.308 -1.651 0.349
H -4.490 -2.015 3.689 0.838
H -6.439 -7.290 1.660 0.367
H -0.924 3.210 -3.477 0.131
H -1.464 0.580 -3.167 0.161
H -0.660 -5.496 4.230 0.403
H -3.836 -4.029 -0.058 0.365
H -1.213 4.943 1.539 0.557
H 1.343 -3.052 -0.701 0.653
H 0.605 1.067 0.880 -0.429
H 6.972 3.399 -0.593 0.377
H -3.995 -4.125 4.431 0.356
H -0.313 -3.141 4.941 0.403
H 1.574 -0.750 1.724 -0.357
H 5.893 -1.690 -0.477 0.421
H -3.245 1.588 -1.373 0.473
H 5.704 -1.838 1.987 0.388
H 2.576 6.442 1.367 0.372
H -5.655 -5.204 0.620 0.457
H -2.489 -0.798 4.643 0.599
H 3.522 -1.373 3.075 0.518
H 0.611 -2.427 -5.544 0.414
H -1.018 4.679 -5.453 0.434
H 4.094 5.024 2.717 0.401
H -3.915 3.975 -1.661 0.504
H 2.865 6.202 -4.492 0.426
H 3.938 -1.052 -1.829 0.709
H -4.895 -6.243 5.312 0.363
H 1.100 -5.015 -2.168 0.437
H 0.875 6.191 -5.962 0.365
H 3.153 1.678 0.223 0.096
H -4.037 3.444 2.977 0.466
H -2.864 5.696 -0.176 0.453
H 1.324 5.477 -0.515 0.474
H 5.838 -0.527 -3.230 0.408
H 4.373 2.628 2.128 0.539
H 0.441 3.035 2.081 0.293
H -3.183 3.207 5.316 0.389
```

Summary:
charge	-1
HOMO level (alpha / beta)	-0.11231 / -0.11137	hartree


Run Q
Density functional theory data (ωB97M-V/def2-TZVPD) for C60H48N9OP2TeTi as an isolated structure.

```
122
Properties=species:S:1:pos:R:3:mulliken_charge:R:1
Te 1.194 2.273 -3.478 0.252
Ti 0.325 -0.313 1.199 0.455
P -0.237 0.055 -1.433 2.256
P -0.321 2.857 -0.521 1.639
O -2.327 0.956 0.835 -0.208
N 4.839 0.615 -0.688 -0.763
N -0.979 -1.477 1.430 0.338
N 2.300 0.317 0.552 0.930
N 1.633 -1.662 1.931 1.352
N 4.929 -7.986 1.879 -0.697
N -0.046 1.397 2.551 2.092
N 0.192 -1.046 4.234 -0.307
N -2.007 4.263 -6.659 -0.689
N -1.355 -3.018 5.437 -0.695
C -4.680 4.466 -0.292 -0.759
C 0.578 -1.131 -3.873 -0.680
C -1.470 -1.733 5.778 -0.789
C 2.723 1.492 -0.004 -1.489
C 1.266 -2.064 -4.626 -0.915
C 2.883 -1.801 1.301 0.473
C -1.490 -2.733 1.636 0.155
C -1.165 2.126 2.662 0.792
C 3.257 -0.674 0.582 -0.370
C 0.737 -1.085 -2.486 0.729
C 2.257 -2.959 -2.630 -0.827
C 0.811 6.476 -2.163 -0.928
C -3.771 -0.389 -3.521 -0.533
C 2.010 -3.830 2.913 -0.777
C 1.125 2.986 3.901 -1.277
C 1.345 -2.654 2.868 0.243
C -2.635 -2.928 2.426 -0.652
C -1.489 3.456 -4.456 -0.447
C -2.489 -5.318 2.151 -0.924
C 1.744 6.952 -1.246 -0.617
C -1.179 3.312 3.389 -0.610
C -0.707 -0.756 5.166 -0.268
C -0.201 3.099 -4.838 0.468
C 1.066 1.818 3.171 -0.861
C -0.478 -3.303 4.492 -0.226
C -0.026 3.754 4.005 -0.864
C -4.276 -1.584 -3.030 -0.755
C -3.101 2.831 -1.089 0.025
C 2.113 -2.978 -4.006 -0.834
C -0.072 1.764 -1.926 -1.255
C -2.580 0.120 -3.022 -1.175
C -1.363 -5.141 1.354 -1.073
C -3.568 -2.278 -2.056 -0.420
C -2.035 3.554 -0.562 0.393
C 2.058 6.194 -0.132 -0.853
C 1.448 4.957 0.061 -0.111
C -3.122 -4.199 2.680 -0.658
C 5.077 -5.605 1.590 -0.560
C -0.766 3.927 -7.015 -0.358
C 0.213 5.244 -1.968 -0.222
C -3.628 5.194 0.250 -0.646
C 3.564 -3.030 1.296 -0.887
C 0.327 -2.325 3.887 -0.557
C 4.484 -0.492 -0.122 -0.425
C 3.940 1.651 -0.579 -0.807
C 0.159 3.354 -6.160 -0.616
C 3.664 -7.803 2.254 -0.394
C 3.040 -6.570 2.318 -0.479
C -2.461 1.655 2.033 -1.697
C 5.605 -6.882 1.554 -0.352
C -2.340 4.025 -5.392 -0.467
C 3.747 -5.412 1.979 0.586
C -2.323 4.743 0.116 -0.959
C -1.880 -0.551 -2.028 1.246
C 1.566 -2.016 -1.876 0.374
C 0.531 4.458 -0.857 0.368
C 3.117 -4.093 2.030 0.338
C -2.375 -1.768 -1.569 -0.814
C -0.871 -3.874 1.094 0.560
C -4.408 3.282 -0.964 -1.068
H -2.114 0.006 1.026 -0.001
H -2.093 3.891 3.428 0.514
H -1.822 -2.328 -0.831 0.073
H 1.148 3.108 -6.530 0.358
H -5.215 2.695 -1.386 0.528
H 1.997 -6.515 2.605 0.353
H -4.000 -4.317 3.304 0.379
H -2.171 1.043 -3.413 0.607
H -1.814 3.305 -3.432 0.585
H -2.985 1.056 2.793 0.432
H -4.302 0.148 -4.299 0.474
H 5.181 -1.324 -0.185 0.361
H -3.822 6.124 0.773 0.407
H 2.054 3.284 4.367 0.551
H 0.552 7.067 -3.032 0.464
H -2.193 -1.484 6.547 0.401
H 1.685 4.381 0.949 0.300
H 1.769 -4.547 3.687 1.057
H 1.933 1.180 3.056 0.450
H -3.070 2.542 1.839 0.406
H 2.648 -3.710 -4.599 0.373
H -0.816 0.292 5.434 0.438
H -1.516 5.329 0.543 0.460
H -0.095 -0.438 -4.361 0.378
H 1.139 -2.086 -5.702 0.444
H 1.670 -2.023 -0.799 -0.203
H -0.019 4.688 4.552 0.417
H 5.709 -4.764 1.339 0.380
H -0.526 4.891 -2.677 0.409
H 4.428 -3.132 0.652 0.206
H -5.699 4.819 -0.192 0.383
H -3.941 -3.220 -1.673 0.511
H -5.209 -1.980 -3.411 0.371
H 2.896 -3.679 -2.133 0.567
H 3.111 -8.700 2.513 0.362
H 2.216 7.914 -1.402 0.365
H -2.910 1.886 -1.573 0.280
H -0.498 4.125 -8.049 0.380
H -3.123 -2.057 2.849 0.382
H -0.859 -6.001 0.928 0.474
H -0.428 -4.337 4.169 0.473
H 2.774 6.561 0.594 0.427
H 2.026 2.310 0.038 0.636
H 6.638 -7.028 1.255 0.364
H -3.348 4.308 -5.102 0.385
H 4.231 2.605 -1.000 0.513
H -2.870 -6.311 2.352 0.375
H 0.010 -3.739 0.477 0.298
```

Summary:
charge	-1
HOMO level	-0.11855	hartree


The structure with the most favorable energy is run Q; the runner-up is 3.2 kcal/mol above it.


Run P
Density functional theory data (ωB97M-V/def2-TZVPD) for one molecule with the formula C15H18N2O2S.

```
38
Properties=species:S:1:pos:R:3:nbo_charge:R:1
S 0.946 2.016 1.718 0.308
O 0.542 -3.275 0.244 -0.498
O -1.731 0.890 3.091 -0.513
N 1.122 1.473 -0.821 -0.468
N -0.642 2.923 -0.194 -0.508
C -1.748 2.193 2.562 -0.077
C -0.856 -1.266 0.217 -0.242
C 1.748 -2.200 -1.593 -0.435
C -0.076 -2.223 0.855 0.271
C 0.413 2.158 0.070 0.257
C -1.219 -0.121 2.305 0.280
C -1.019 2.998 -1.458 0.091
C -0.386 2.888 2.619 -0.548
C 0.078 -2.145 2.239 -0.225
C 0.736 1.559 -2.079 0.090
C -1.434 -0.236 0.939 -0.295
C 1.891 -2.162 -3.108 -0.608
C 0.722 -3.248 -1.156 -0.055
C -0.358 2.321 -2.472 -0.335
C -0.479 -1.108 2.952 -0.238
H -0.023 2.928 3.645 0.232
H 1.325 0.994 -2.790 0.200
H -2.044 0.482 0.410 0.216
H 2.193 -3.136 -3.489 0.205
H -1.030 -1.303 -0.847 0.207
H -0.467 3.891 2.205 0.239
H 0.947 -1.891 -3.578 0.198
H -0.673 2.383 -3.499 0.228
H 2.708 -2.443 -1.134 0.207
H 2.644 -1.433 -3.398 0.212
H -2.124 2.221 1.536 0.192
H 1.081 -4.251 -1.404 0.191
H 1.447 -1.219 -1.219 0.220
H -0.234 -3.094 -1.674 0.162
H -2.439 2.753 3.200 0.196
H -0.341 -1.033 4.019 0.223
H -1.882 3.623 -1.649 0.198
H 0.662 -2.905 2.733 0.222
```

Summary:
charge	0
HOMO level	-0.27968	hartree


Run Q
Density functional theory data (ωB97M-V/def2-TZVPD) for one molecule with the formula C15H18N2O2S.

```
38
Properties=species:S:1:pos:R:3:nbo_charge:R:1
S 2.588 -2.590 -0.212 -0.260
O 0.338 1.197 0.785 -0.595
O -2.322 1.107 0.140 -0.394
N 2.666 -0.116 0.759 -0.587
N 0.590 -0.989 0.185 -0.633
C -6.085 -0.409 -0.222 -0.228
C -5.943 0.982 -0.262 -0.192
C 4.102 -0.057 0.798 -0.226
C -4.708 1.585 -0.148 -0.268
C -3.736 -0.654 0.050 -0.145
C -3.611 0.750 0.010 0.367
C -1.599 -0.045 0.254 0.150
C 4.668 0.985 -0.181 -0.216
C -2.056 -2.599 0.345 -0.659
C -0.153 0.136 0.440 0.648
C -2.408 -1.158 0.214 -0.013
C 4.245 0.664 -1.612 -0.613
C 4.241 2.399 0.207 -0.614
C 1.970 -1.136 0.271 0.291
C -4.999 -1.238 -0.068 -0.177
H -2.948 -3.165 0.605 0.233
H 4.516 -0.357 -1.872 0.221
H 4.413 0.192 1.818 0.199
H 4.526 2.620 1.234 0.206
H -5.116 -2.311 -0.041 0.215
H 3.169 0.773 -1.726 0.204
H -1.311 -2.760 1.122 0.237
H 4.731 1.340 -2.311 0.210
H -7.072 -0.835 -0.317 0.217
H -1.677 -3.000 -0.597 0.232
H 2.140 0.732 0.968 0.442
H 3.164 2.523 0.112 0.205
H 0.127 -1.812 -0.176 0.435
H 4.480 -1.050 0.546 0.241
H -6.822 1.595 -0.384 0.219
H -4.588 2.656 -0.177 0.230
H 5.759 0.918 -0.113 0.203
H 4.720 3.126 -0.444 0.214
```

Summary:
charge	0
HOMO level	-0.31033	hartree


The structure with the most favorable energy is run Q; the runner-up is 41.6 kcal/mol above it.